7 unconnected molecules or ions with the total composition C21H47Cl8NO2, computed with ωB97M-V with the def2-TZVPD basis set.

Last column: Mulliken charge in e.
Atoms and positions in Å:
C -3.88 -1.02 -4.12  -1.21
C -2.42 -1.51 -4.09  -0.61
C -1.39 -0.46 -3.61  0.28
C 0.08 -0.62 -4.09  -0.73
C 0.92 0.55 -3.52  0.46
C 2.39 0.43 -3.90  -1.48
H -3.96 -0.20 -4.84  0.34
H -4.28 -0.78 -3.14  0.23
H -4.48 -1.77 -4.65  0.41
H -2.25 -2.38 -3.46  0.34
H -2.24 -1.86 -5.11  0.34
H -1.46 -0.33 -2.53  -0.07
H -1.72 0.56 -3.82  0.06
H 0.38 -1.54 -3.61  0.27
H 0.33 -0.56 -5.15  0.39
H 0.55 1.52 -3.87  0.27
H 0.72 0.54 -2.45  -0.27
H 2.67 -0.51 -3.44  0.33
H 2.49 0.42 -4.99  0.34
H 3.02 1.26 -3.59  0.38
C -0.50 2.46 -0.13  0.04
C -0.62 3.72 -0.99  -0.86
C -1.66 3.61 -2.16  -0.13
C -3.16 3.44 -1.76  -0.05
C -4.13 3.78 -2.88  -0.47
C -5.58 3.51 -2.32  -1.22
H -0.24 1.49 -0.55  0.01
H -1.53 2.33 0.21  -0.09
H 0.09 2.71 0.74  -0.06
H -0.69 4.61 -0.36  0.34
H 0.36 3.77 -1.47  0.38
H -1.36 2.77 -2.79  -0.34
H -1.64 4.40 -2.91  0.48
H -3.42 2.42 -1.46  -0.12
H -3.20 4.18 -0.97  0.30
H -4.01 4.85 -3.03  0.37
H -3.88 3.19 -3.76  0.28
H -5.56 2.49 -1.91  0.29
H -5.76 4.09 -1.41  0.32
H -6.38 3.83 -2.98  0.38
Cl 1.35 -8.12 3.08  -0.20
C 1.14 -6.48 2.43  -0.46
C 2.50 -6.10 1.75  -0.03
Cl 2.77 -6.99 0.19  -0.19
H 0.84 -5.77 3.20  0.33
H 0.35 -6.54 1.68  0.32
H 3.37 -6.28 2.38  0.33
H 2.51 -5.02 1.60  -0.10
Cl 3.32 -0.10 0.93  -0.20
C 2.33 -1.42 1.46  -0.09
C 0.79 -1.05 1.37  -0.40
Cl 0.17 -1.12 -0.19  -0.06
H 2.51 -1.65 2.52  0.08
H 2.60 -2.36 0.98  0.24
H 0.63 -0.08 1.82  0.00
H 0.21 -1.68 2.04  0.33
Cl 1.68 0.14 4.73  -0.17
C 2.80 1.42 4.43  -0.41
C 2.17 2.51 3.47  -0.30
Cl 0.68 3.16 4.22  -0.18
H 3.74 1.01 4.04  0.16
H 2.98 1.88 5.40  0.40
H 2.01 2.16 2.45  0.10
H 2.84 3.37 3.42  0.40
Cl 6.55 -2.73 3.76  -0.17
C 5.95 -2.69 5.37  -0.49
C 5.18 -1.43 5.56  0.02
Cl 6.24 -0.02 5.35  -0.19
H 6.81 -2.68 6.04  0.30
H 5.44 -3.65 5.47  0.32
H 4.63 -1.27 6.49  0.35
H 4.45 -1.49 4.76  -0.13
C -3.56 0.25 0.57  -0.12
N -3.28 0.32 2.08  0.76
O -2.35 -0.34 2.51  -0.72
O -4.11 0.85 2.75  -0.85
H -4.63 0.29 0.40  0.38
H -3.18 -0.73 0.29  0.17
H -3.05 1.08 0.07  -0.44

Results
Spin multiplicity ... 2
⟨S²⟩ ... 0.753
Net charge ... -1
Calculated total energy ... -128300.1960 eV

---

6 unconnected molecules or ions with the total composition C21H47ClIN5O6P, computed with ωB97M-V with the def2-TZVPD basis set.

Last column: Mulliken charge in e.
Atoms and positions in Å:
C 0.32 1.21 -0.88  -0.82
C 1.55 0.38 -1.63  -0.54
C 2.90 0.24 -0.70  -0.11
Cl 2.65 1.04 0.99  -0.12
P 3.32 -1.63 -0.60  0.14
I 5.02 -2.17 -2.34  0.12
C 3.99 -2.04 1.14  -0.68
C 2.61 -2.17 2.26  0.34
C 2.13 -3.80 2.60  -0.52
O 1.29 -2.75 1.65  -0.35
H -0.06 0.65 0.10  0.19
H -0.62 1.30 -1.59  0.39
H 0.66 2.32 -0.61  0.12
H 1.85 1.01 -2.59  0.26
H 1.17 -0.68 -2.05  0.41
H 3.83 0.82 -1.18  0.44
H 2.13 -2.45 -0.87  0.24
H 4.49 -3.09 1.25  0.43
H 4.67 -1.18 1.56  0.34
H 2.55 -1.34 3.20  0.27
H 1.19 -3.84 3.30  0.24
H 2.32 -4.60 1.76  0.24
C -2.71 -3.14 2.46  0.03
O -3.75 -3.57 1.98  -0.61
N -2.60 -2.40 3.61  0.16
C -1.33 -1.93 4.11  -0.47
C -3.81 -2.07 4.35  -1.03
H -1.73 -3.33 1.98  0.34
H -1.17 -2.34 5.12  0.41
H -1.35 -0.84 4.16  0.19
H -0.51 -2.25 3.46  -0.13
H -4.30 -3.00 4.65  0.33
H -4.48 -1.51 3.70  0.30
H -3.57 -1.48 5.24  0.40
C 0.32 4.96 -1.63  -0.01
O 1.05 4.14 -2.18  -0.65
N -0.68 5.68 -2.25  0.19
C -1.49 6.64 -1.53  -0.96
C -0.92 5.47 -3.66  -0.93
H 0.42 5.19 -0.56  0.40
H -2.54 6.33 -1.60  0.33
H -1.37 7.62 -1.99  0.35
H -1.20 6.69 -0.48  0.32
H -1.17 4.42 -3.83  0.26
H -0.01 5.71 -4.22  0.35
H -1.74 6.11 -4.01  0.39
C 0.36 4.72 -7.06  0.06
O 0.02 5.53 -6.21  -0.58
N 1.56 4.04 -7.08  0.14
C 1.88 3.09 -8.13  -0.92
C 2.53 4.28 -6.04  -0.85
H -0.30 4.45 -7.90  0.29
H 2.07 2.11 -7.67  0.33
H 2.79 3.43 -8.64  0.33
H 1.07 3.00 -8.85  0.29
H 2.08 4.04 -5.07  0.20
H 2.79 5.35 -6.04  0.30
H 3.42 3.68 -6.19  0.37
C 0.01 -6.66 3.09  0.25
O 0.62 -5.89 3.82  -0.66
N 0.10 -8.04 3.12  0.10
C -0.66 -8.88 2.22  -0.91
C 0.98 -8.66 4.09  -0.93
H -0.69 -6.29 2.32  0.22
H -1.30 -9.54 2.81  0.34
H 0.03 -9.48 1.63  0.34
H -1.28 -8.28 1.55  0.30
H 0.67 -8.37 5.09  0.29
H 2.00 -8.31 3.91  0.28
H 0.95 -9.75 3.99  0.39
C -1.86 4.00 1.98  0.10
O -2.40 5.07 1.73  -0.61
N -2.50 2.79 2.12  0.15
C -1.79 1.57 2.42  -1.04
C -3.94 2.74 1.97  -0.97
H -0.77 3.93 2.11  0.31
H -1.97 0.85 1.61  0.30
H -2.16 1.16 3.36  0.56
H -0.71 1.75 2.51  0.25
H -4.21 3.09 0.97  0.31
H -4.40 3.40 2.71  0.31
H -4.31 1.72 2.11  0.36

Results
Net charge ... +1
Calculated total energy ... -72173.6762 eV

---

5 unconnected molecules or ions with the total composition C21H47F3IO6P, computed with ωB97M-V with the def2-TZVPD basis set.

Last column: Mulliken charge in e.
Atoms and positions in Å:
O 1.86 3.25 5.52  -0.43
C 2.78 2.51 5.54  0.15
I 3.97 2.36 7.39  -0.08
C 3.30 1.67 4.42  -0.46
P 2.15 0.33 3.84  0.06
C 1.73 -0.59 5.39  -0.86
C 2.94 -1.20 6.09  0.40
O 3.97 -1.44 5.15  -0.58
C 2.58 -2.50 6.79  0.60
F 2.30 -3.48 5.92  -0.26
F 3.61 -2.92 7.55  -0.27
F 1.52 -2.34 7.60  -0.27
H 3.43 2.34 3.56  0.27
H 4.25 1.22 4.66  0.50
H 0.98 1.11 3.80  -0.01
H 1.07 -1.39 5.05  0.55
H 1.18 0.01 6.11  0.43
H 3.29 -0.53 6.87  -0.12
H 4.70 -1.91 5.57  0.38
C 5.82 0.99 -0.11  -1.38
C 4.38 0.53 -0.29  -0.13
O 3.42 1.35 0.36  -0.12
C 3.39 2.71 -0.05  -0.43
C 3.12 2.91 -1.53  -0.88
H 6.07 1.06 0.95  0.29
H 6.49 0.27 -0.58  0.43
H 6.00 1.96 -0.57  0.29
H 4.24 -0.45 0.17  0.39
H 4.13 0.43 -1.35  0.13
H 4.33 3.22 0.23  0.40
H 2.59 3.16 0.54  0.35
H 3.90 2.49 -2.16  0.26
H 3.04 3.98 -1.75  0.44
H 2.18 2.43 -1.81  -0.03
C 1.08 -1.84 -4.84  -1.08
C 2.16 -1.06 -4.11  -0.29
O 1.74 0.19 -3.60  -0.44
C 0.67 0.15 -2.66  -0.53
C 0.98 -0.66 -1.41  0.04
H 0.67 -1.24 -5.65  0.28
H 1.50 -2.75 -5.25  0.41
H 0.26 -2.12 -4.17  0.22
H 2.97 -0.82 -4.80  0.40
H 2.59 -1.68 -3.31  0.25
H -0.25 -0.21 -3.13  0.40
H 0.51 1.19 -2.39  0.33
H 1.12 -1.72 -1.63  0.36
H 0.15 -0.57 -0.70  -0.14
H 1.88 -0.28 -0.92  -0.22
C -3.64 1.15 1.52  -1.24
C -2.41 0.95 0.65  -0.23
O -1.67 -0.22 0.94  -0.27
C -2.36 -1.45 0.80  -0.68
C -2.90 -1.70 -0.60  -0.54
H -3.36 1.16 2.58  0.29
H -4.12 2.10 1.28  0.42
H -4.38 0.36 1.37  0.28
H -1.71 1.77 0.81  0.39
H -2.70 0.98 -0.41  0.23
H -3.17 -1.52 1.53  0.45
H -1.63 -2.21 1.06  0.28
H -3.65 -0.96 -0.90  0.08
H -3.37 -2.68 -0.65  0.45
H -2.09 -1.66 -1.33  0.08
C -6.72 0.99 -2.94  -1.05
C -5.52 0.81 -3.85  -0.35
O -4.77 -0.37 -3.59  -0.34
C -5.46 -1.59 -3.75  -0.26
C -6.00 -1.84 -5.14  -1.24
H -6.41 0.98 -1.89  0.24
H -7.20 1.94 -3.15  0.40
H -7.46 0.20 -3.08  0.29
H -4.81 1.62 -3.69  0.34
H -5.82 0.85 -4.90  0.32
H -6.26 -1.68 -3.01  0.36
H -4.72 -2.36 -3.50  0.30
H -6.76 -1.11 -5.42  0.29
H -6.46 -2.82 -5.20  0.40
H -5.20 -1.79 -5.88  0.31

Results
SMILES ... O=C(I)CPC[C@H](O)C(F)(F)F.CCOCC.CCOCC.CCOCC.CCOCC
Net charge ... 0
Calculated total energy ... -60364.6766 eV

---

A molecular structure, C21H47O2P3Sn, computed with ωB97M-V with the def2-TZVPD basis set.

Last column: Mulliken charge in e.
Atoms and positions in Å:
Sn -0.26 0.32 0.49  0.40
P 1.59 -0.30 2.21  0.76
P -1.32 1.81 2.68  0.76
P 1.16 2.52 -0.10  1.04
H -0.41 -2.83 -7.03  0.32
C 0.56 -2.34 -6.96  -0.47
C 1.59 -2.82 -6.26  -0.27
H 1.58 -3.78 -5.76  0.34
C 1.19 -1.98 2.79  -1.16
C 1.76 0.69 3.74  -1.04
C 3.27 -0.39 1.50  -1.17
C -2.80 2.66 2.03  -1.21
C -2.02 0.69 3.93  -1.12
C -0.56 3.12 3.70  -1.20
C 2.32 2.14 -1.44  -1.16
C 2.11 3.47 1.13  -1.23
C -0.02 3.72 -0.80  -1.29
H 0.68 -1.48 -7.65  0.32
H 2.56 -2.31 -6.32  0.27
H 1.13 -2.68 1.95  0.32
H 0.22 -1.98 3.31  0.29
H 1.98 -2.32 3.48  0.62
H 0.85 0.62 4.35  0.30
H 1.96 1.75 3.51  0.27
H 2.60 0.30 4.33  0.57
H 3.25 -0.93 0.54  0.31
H 3.92 -0.94 2.21  0.52
H 3.69 0.62 1.34  0.36
H -3.35 3.10 2.88  0.53
H -3.44 1.94 1.50  0.27
H -2.48 3.46 1.34  0.33
H -2.76 1.23 4.53  0.51
H -1.22 0.32 4.59  0.39
H -2.50 -0.17 3.44  0.18
H -1.26 3.96 3.78  0.46
H 0.37 3.47 3.24  0.15
H -0.34 2.73 4.70  0.49
H 2.90 3.05 -1.66  0.58
H 1.78 1.82 -2.35  0.16
H 3.00 1.33 -1.14  0.33
H 2.89 4.06 0.62  0.50
H 2.60 2.80 1.85  0.26
H 1.46 4.17 1.68  0.39
H 0.49 4.35 -1.55  0.50
H -0.41 4.37 0.00  0.39
H -0.86 3.20 -1.27  0.33
C 0.57 -1.04 -2.28  0.52
C -0.69 -0.76 -2.85  -0.20
C -0.70 -0.18 -4.12  -0.76
C 0.50 0.01 -4.82  -0.57
C 1.68 -0.60 -4.37  -0.93
C 1.70 -1.23 -3.13  -0.42
O 0.79 -0.98 -0.98  -0.45
H -1.56 0.77 -0.70  0.04
H -1.62 -0.87 -2.28  0.66
H -1.67 0.11 -4.54  0.58
H 0.51 0.52 -5.78  0.58
H 2.55 -0.68 -5.02  0.92
H 2.59 -1.73 -2.72  0.55
C -3.70 -0.81 0.72  -0.85
C -3.05 -2.13 0.43  -0.51
O -1.62 -2.04 0.56  0.23
C -0.98 -3.30 0.25  -0.35
C -1.25 -4.32 1.35  -1.40
H -3.30 -0.04 0.05  0.13
H -3.57 -0.49 1.75  0.02
H -4.77 -0.90 0.53  0.47
H -3.41 -2.89 1.15  0.32
H -3.27 -2.46 -0.59  0.39
H -1.36 -3.67 -0.72  0.40
H 0.09 -3.08 0.15  0.25
H -2.28 -4.67 1.30  0.47
H -0.59 -5.18 1.19  0.43
H -1.06 -3.90 2.35  0.26

Results
Net charge ... +4
Calculated total energy ... -60287.6969 eV